[1]
ORCA calculation (the ωB97M-V functional and the def2-TZVPD basis) on a cluster of 2 separate species, H4NP in total in a non-equilibrium geometry.

Computed properties:
**Highest occupied orbital energy**: -8.6 eV
**Frontier orbital gap**: 8.3432 eV
**Electronic energy**: -10840.8143 eV

Positions of all 6 atoms, in Å:
1 N 0.6012 0.8373 -0.0407
2 P -1.0565 0.5023 0.0139
3 H 0.9634 1.0037 0.8618
4 H 1.1278 0.0425 -0.4722
5 H -0.5890 -1.5049 0.9055
6 H -1.0511 0.0226 -1.2079


[2]
ORCA calculation (the ωB97M-V functional and the def2-TZVPD basis) on a cluster of 2 separate species, H4NS in total.

Computed properties:
**2S+1**: 2
**Highest occupied orbital energy (alpha / beta)**: 5.0 / 0.6 eV
**Total charge**: -2
**Frontier orbital gap (alpha / beta)**: 2.4517 / 6.7840 eV
**<S²>**: 0.751
**Electronic energy**: -12386.2184 eV

Positions of all 6 atoms, in Å:
1 N 2.3413 -0.0484 0.3915
2 H 1.4824 -0.5888 0.4775
3 H 2.1616 0.9141 0.7173
4 H 2.3659 0.1311 -0.6238
5 S -1.3213 0.0518 -0.2205
6 H -2.0189 -1.0674 -0.0035


[3]
ORCA calculation (the ωB97M-V functional and the def2-TZVPD basis) on a structure of composition H4Na10O10S2 in a non-equilibrium geometry.

Computed properties:
**Highest occupied orbital energy**: -22.6 eV
**Total charge**: +6
**Frontier orbital gap**: 2.1335 eV
**Electronic energy**: -86303.0771 eV

Positions of all 26 atoms, in Å:
1 Na -4.4904 6.3546 11.7691
2 Na -3.2902 4.8630 7.7101
3 Na -8.6229 8.0719 7.0230
4 Na -6.4179 5.0216 7.1576
5 Na -6.2720 10.6600 6.6782
6 Na -5.4763 9.8462 10.7229
7 Na -7.0117 6.9462 9.9758
8 Na -5.1290 6.5813 4.9756
9 Na -2.0998 8.7303 6.0646
10 Na -2.8673 10.8211 8.5738
11 S -4.1166 3.5964 4.5309
12 O -5.0600 2.5081 4.2824
13 O -2.7849 3.0705 4.6647
14 O -4.1727 4.5214 3.4122
15 O -4.4692 4.4194 5.7773
16 S -4.9559 8.1137 7.9729
17 O -6.3909 8.4743 7.6991
18 O -4.0222 9.0884 7.4162
19 O -4.8981 7.9951 9.3942
20 O -4.6989 6.8273 7.3288
21 O -2.6616 7.3946 10.3190
22 H -2.0608 7.0505 9.6580
23 H -3.5038 7.4573 9.8684
24 O -8.6160 9.3299 9.6572
25 H -9.0180 9.9209 10.2939
26 H -8.4155 9.8875 8.9054


[4]
ORCA calculation (the ωB97M-V functional and the def2-TZVPD basis) on a structure of composition H4O10P2Tl in a non-equilibrium geometry.

Computed properties:
**Highest occupied orbital energy**: 3.2 eV
**Total charge**: -3
**Frontier orbital gap**: 1.9092 eV
**Electronic energy**: -43802.9154 eV

Positions of all 17 atoms, in Å:
1 Tl 15.5627 19.6253 -7.4454
2 P 17.1843 20.5361 -12.6335
3 O 17.8630 21.2091 -11.4248
4 O 17.8159 19.6822 -13.7861
5 O 16.1590 21.2374 -13.4974
6 O 16.1644 19.5156 -12.2536
7 P 17.4123 24.5524 -5.1174
8 O 18.1563 23.2522 -5.4306
9 O 18.3789 25.7426 -5.5021
10 O 17.2480 24.8655 -3.6200
11 O 16.0808 24.2808 -5.8163
12 O 10.9570 19.9115 -5.0381
13 H 10.0630 19.7265 -4.7504
14 H 10.9009 19.9392 -5.9933
15 O 16.6247 15.9418 -4.5958
16 H 16.9586 15.2640 -5.1834
17 H 16.6835 15.5531 -3.7230


[5]
ORCA calculation (the ωB97M-V functional and the def2-TZVPD basis) on a structure of composition H4O18S4Zn in a non-equilibrium geometry.

Computed properties:
**2S+1**: 2
**Highest occupied orbital energy (alpha / beta)**: 7.0 / 7.0 eV
**Total charge**: -5
**Frontier orbital gap (alpha / beta)**: 3.9877 / 3.9496 eV
**<S²>**: 0.759
**Electronic energy**: -128661.8440 eV

Positions of all 27 atoms, in Å:
1 Zn -6.7327 -0.9844 11.8815
2 S -6.7782 1.4763 9.6816
3 O -7.2393 1.1373 8.3536
4 O -7.3419 2.8222 10.0058
5 O -7.1929 0.5090 10.7138
6 O -5.2598 1.5249 9.7393
7 S -6.8573 -3.9636 13.2561
8 O -6.9981 -3.9797 14.7065
9 O -6.4673 -2.6089 12.8898
10 O -5.7844 -4.8260 12.8158
11 O -8.0636 -4.2656 12.4727
12 S -7.8674 -0.1784 14.7767
13 O -7.8683 -0.4786 13.3520
14 O -7.9851 -1.3647 15.5446
15 O -6.6595 0.5003 15.1533
16 O -8.9583 0.6896 14.9051
17 S -4.6448 -2.3314 9.7981
18 O -4.9939 -3.7246 10.0338
19 O -5.3504 -1.4405 10.6773
20 O -3.1990 -2.2025 9.9215
21 O -5.0321 -1.9719 8.4680
22 O -8.4315 -1.7640 10.9369
23 H -9.3138 -2.1204 11.0404
24 H -8.3810 -1.5121 10.0148
25 O -5.3670 0.1777 12.8136
26 H -4.6668 0.2358 12.1635
27 H -5.2243 0.9300 13.3879


[6]
ORCA calculation (the ωB97M-V functional and the def2-TZVPD basis) on a cluster of 2 separate species, H4O2 in total in a non-equilibrium geometry.

Computed properties:
**2S+1**: 2
**Highest occupied orbital energy (alpha / beta)**: 1.8 / -5.7 eV
**Total charge**: -1
**Frontier orbital gap (alpha / beta)**: 0.6158 / 8.0484 eV
**<S²>**: 0.751
**Electronic energy**: -4157.9902 eV

Positions of all 6 atoms, in Å:
1 H -3.1185 -4.0336 -3.2355
2 H -2.2714 -4.7348 -2.2037
3 O -3.1020 -4.7319 -2.6568
4 H 3.4631 5.0083 2.6671
5 H 2.0480 4.3089 2.6954
6 O 2.9808 4.1831 2.7335


[7]
ORCA calculation (the ωB97M-V functional and the def2-TZVPD basis) on a cluster of 2 separate species, H4O2 in total in a non-equilibrium geometry.

Computed properties:
**SMILES**: O.O
**Highest occupied orbital energy**: -10.2 eV
**Frontier orbital gap**: 10.8826 eV
**Electronic energy**: -4159.2379 eV

Positions of all 6 atoms, in Å:
1 O 12.8573 3.4501 16.4689
2 H 13.7439 3.2818 16.7880
3 H 12.4037 2.6131 16.5677
4 O 14.2328 3.2610 18.2463
5 H 14.9909 3.6864 18.6469
6 H 13.6218 3.1275 18.9710


[8]
ORCA calculation (the ωB97M-V functional and the def2-TZVPD basis) on a cluster of 2 separate species, H4O2 in total.

Computed properties:
**SMILES**: O.O
**Highest occupied orbital energy**: -10.6 eV
**Frontier orbital gap**: 11.2357 eV
**Electronic energy**: -4159.8508 eV

Positions of all 6 atoms, in Å:
1 O -27.5091 21.2034 -18.2910
2 H -27.2046 20.4030 -18.7187
3 H -27.0688 21.2038 -17.4411
4 O -26.3950 21.2417 -15.8808
5 H -26.2400 21.9568 -15.2637
6 H -26.5861 20.4844 -15.3275


[9]
ORCA calculation (the ωB97M-V functional and the def2-TZVPD basis) on a cluster of 2 separate species, H4O2 in total in a non-equilibrium geometry.

Computed properties:
**SMILES**: O.O
**Highest occupied orbital energy**: -10.8 eV
**Frontier orbital gap**: 11.4114 eV
**Electronic energy**: -4159.8191 eV

Positions of all 6 atoms, in Å:
1 O 0.4324 -0.4337 1.5917
2 H 0.2350 0.0857 0.8198
3 H 0.9305 -1.2375 1.3934
4 O -0.3184 0.5877 -0.9458
5 H -1.2649 0.8055 -1.1148
6 H -0.0146 0.1923 -1.7444


[10]
ORCA calculation (the ωB97M-V functional and the def2-TZVPD basis) on a cluster of 2 separate species, H4O2 in total in a non-equilibrium geometry.

Computed properties:
**SMILES**: O.O
**Highest occupied orbital energy**: -11.0 eV
**Frontier orbital gap**: 11.5064 eV
**Electronic energy**: -4159.6426 eV

Positions of all 6 atoms, in Å:
1 O 1.6341 -0.0728 0.0112
2 H 0.7144 -0.5094 0.0681
3 H 1.4943 0.8850 -0.0513
4 O -1.4590 0.0125 -0.1177
5 H -1.5838 0.8044 0.4535
6 H -2.0253 -0.6978 0.3818


[11]
ORCA calculation (the ωB97M-V functional and the def2-TZVPD basis) on a cluster of 2 separate species, H4O2 in total in a non-equilibrium geometry.

Computed properties:
**SMILES**: O.O
**Highest occupied orbital energy**: -10.9 eV
**Frontier orbital gap**: 11.4095 eV
**Electronic energy**: -4159.7085 eV

Positions of all 6 atoms, in Å:
1 O 0.5307 -0.6822 0.5770
2 H 0.9894 0.1087 0.8895
3 H 1.1704 -1.3958 0.9205
4 O -0.9646 0.9299 -1.1221
5 H -0.1958 0.3064 -0.9186
6 H -1.5301 0.7329 -0.3464


[12]
ORCA calculation (the ωB97M-V functional and the def2-TZVPD basis) on a cluster of 2 separate species, H4O2 in total in a non-equilibrium geometry.

Computed properties:
**SMILES**: O.O
**Highest occupied orbital energy**: -11.1 eV
**Frontier orbital gap**: 11.8365 eV
**Electronic energy**: -4159.6903 eV

Positions of all 6 atoms, in Å:
1 O -1.5586 0.0867 0.0381
2 H -1.7770 -0.7662 -0.3661
3 H -0.6462 0.3047 -0.3631
4 O 1.3487 -0.0469 -0.1407
5 H 1.4237 -0.5037 0.7200
6 H 1.2095 0.9255 0.1119